ORCA calculation (ωB97M-V/def2-TZVPD) on a cluster of 12 separate species, C96H212N12O16 in total in a non-equilibrium geometry.

Calculated values
HOMO = -8.497 eV
energy relative to the best compared isomer or geometry (same formula, charge and spin) = 56.3 kJ/mol
structure (SMILES) = CC1(C)CCCC(C)(C)N1O.CC1(C)CCCC(C)(C)N1O.CC1(C)CCCC(C)(C)N1O.CC1(C)CCCC(C)(C)N1O.CC1(C)CCCC(C)(C)N1O.CC1(C)CCCC(C)(C)N1O.CC1(C)CCCC(C)(C)N1O.CC1(C)CCCC(C)(C)N1O.COCCNCCOC.COCCNCCOC.COCCNCCOC.COCCNCCOC
E_LUMO = 0.0182 Eh
electronic energy = -153614.6098 eV

Positions of all 336 atoms, in Å:
C (25.575, 16.069, 19.584)
C (24.863, 16.430, 20.876)
C (23.924, 15.250, 21.263)
C (25.813, 16.661, 22.039)
C (25.275, 17.296, 23.298)
C (24.613, 18.623, 22.944)
C (23.533, 18.396, 21.895)
C (22.341, 17.700, 22.547)
C (23.093, 19.797, 21.357)
N (24.167, 17.737, 20.695)
O (23.167, 17.558, 19.729)
H (26.096, 16.936, 19.133)
H (26.339, 15.309, 19.815)
H (24.949, 15.690, 18.811)
H (23.024, 15.145, 20.730)
H (24.441, 14.316, 21.081)
H (23.676, 15.268, 22.306)
H (26.305, 15.757, 22.366)
H (26.626, 17.319, 21.655)
H (24.551, 16.513, 23.779)
H (26.119, 17.401, 24.012)
H (25.368, 19.363, 22.648)
H (24.194, 19.145, 23.818)
H (21.882, 18.344, 23.304)
H (22.643, 16.852, 23.132)
H (21.561, 17.325, 21.847)
H (23.863, 20.409, 20.863)
H (22.753, 20.430, 22.199)
H (22.292, 19.678, 20.630)
H (22.400, 17.132, 20.131)
C (22.740, 20.092, 10.451)
C (21.128, 20.274, 10.523)
C (20.732, 20.517, 9.076)
C (20.429, 19.041, 11.084)
C (20.574, 18.933, 12.603)
C (19.965, 20.131, 13.224)
C (20.654, 21.395, 12.709)
C (19.774, 22.550, 13.113)
C (21.999, 21.521, 13.435)
N (20.633, 21.390, 11.290)
O (21.266, 22.596, 10.869)
H (23.108, 21.106, 10.563)
H (23.073, 19.532, 11.318)
H (22.980, 19.631, 9.477)
H (21.051, 19.731, 8.407)
H (19.654, 20.668, 8.983)
H (21.289, 21.384, 8.744)
H (19.384, 19.053, 10.837)
H (20.912, 18.194, 10.661)
H (20.141, 18.032, 12.953)
H (21.616, 18.841, 12.921)
H (19.948, 20.091, 14.296)
H (18.914, 20.178, 12.904)
H (19.688, 22.612, 14.174)
H (18.790, 22.453, 12.714)
H (20.185, 23.536, 12.789)
H (22.590, 20.612, 13.378)
H (21.855, 21.664, 14.479)
H (22.580, 22.372, 13.005)
H (20.603, 23.076, 10.318)
C (31.446, 20.016, 17.872)
C (30.557, 21.091, 18.507)
C (31.449, 22.400, 18.731)
C (29.380, 21.619, 17.616)
C (28.241, 20.631, 17.407)
C (27.710, 20.238, 18.791)
C (28.799, 19.706, 19.690)
C (28.167, 19.704, 21.071)
C (29.040, 18.199, 19.398)
N (29.981, 20.618, 19.782)
O (30.949, 19.899, 20.532)
H (32.243, 19.683, 18.523)
H (31.048, 19.173, 17.320)
H (31.980, 20.548, 17.061)
H (31.859, 22.837, 17.798)
H (30.865, 23.166, 19.231)
H (32.286, 22.159, 19.414)
H (28.953, 22.510, 18.163)
H (29.730, 22.024, 16.664)
H (27.428, 21.121, 16.785)
H (28.540, 19.677, 16.886)
H (26.926, 19.450, 18.759)
H (27.323, 21.165, 19.189)
H (28.852, 19.172, 21.773)
H (27.200, 19.192, 20.988)
H (27.925, 20.689, 21.482)
H (30.021, 17.863, 19.821)
H (29.131, 17.995, 18.327)
H (28.307, 17.581, 19.921)
H (30.918, 20.328, 21.371)
C (20.266, 13.139, 19.138)
C (19.183, 14.020, 18.540)
C (19.410, 14.290, 17.051)
C (17.842, 13.318, 18.684)
C (17.242, 13.283, 20.074)
C (17.132, 14.724, 20.545)
C (18.521, 15.516, 20.555)
C (18.305, 17.007, 20.789)
C (19.571, 15.070, 21.613)
N (19.066, 15.338, 19.186)
O (20.342, 15.993, 19.084)
H (19.970, 12.808, 20.142)
H (20.391, 12.286, 18.436)
H (21.153, 13.831, 19.162)
H (20.317, 14.839, 16.849)
H (19.522, 13.344, 16.463)
H (18.589, 14.850, 16.674)
H (17.115, 13.852, 18.020)
H (17.861, 12.276, 18.368)
H (16.269, 12.824, 19.952)
H (17.790, 12.604, 20.775)
H (16.786, 14.736, 21.612)
H (16.444, 15.335, 19.916)
H (17.934, 17.162, 21.808)
H (17.576, 17.493, 20.110)
H (19.324, 17.520, 20.753)
H (19.234, 15.453, 22.598)
H (20.548, 15.403, 21.276)
H (19.463, 13.972, 21.645)
H (20.163, 16.800, 18.511)
C (17.881, 21.166, 16.929)
C (18.997, 21.925, 17.600)
C (18.725, 21.924, 19.062)
C (20.288, 21.109, 17.328)
C (21.528, 21.924, 17.714)
C (21.591, 23.140, 16.894)
C (20.371, 24.043, 17.132)
C (20.545, 24.794, 18.470)
C (20.341, 25.130, 16.086)
N (19.112, 23.257, 16.931)
O (17.970, 24.057, 17.044)
H (17.876, 21.273, 15.859)
H (17.903, 20.117, 17.215)
H (16.909, 21.546, 17.264)
H (17.856, 22.517, 19.373)
H (18.484, 20.891, 19.287)
H (19.557, 22.273, 19.739)
H (20.136, 20.169, 17.921)
H (20.333, 20.882, 16.271)
H (21.552, 22.099, 18.792)
H (22.463, 21.376, 17.585)
H (21.604, 23.046, 15.821)
H (22.433, 23.775, 17.040)
H (20.009, 25.676, 18.644)
H (21.576, 25.208, 18.559)
H (20.378, 24.146, 19.338)
H (20.100, 24.722, 15.083)
H (21.377, 25.560, 15.982)
H (19.589, 25.892, 16.333)
H (17.864, 24.313, 18.011)
C (15.038, 15.976, 16.033)
C (13.551, 16.075, 16.259)
C (12.727, 15.659, 14.983)
C (13.279, 15.070, 17.420)
C (13.759, 15.472, 18.767)
C (13.184, 16.882, 19.036)
C (13.482, 17.987, 17.976)
C (12.600, 19.234, 18.365)
C (14.989, 18.365, 18.016)
N (13.020, 17.452, 16.684)
O (13.497, 18.322, 15.612)
H (15.430, 16.864, 15.439)
H (15.582, 15.990, 16.986)
H (15.378, 15.009, 15.621)
H (12.707, 16.435, 14.222)
H (13.134, 14.704, 14.563)
H (11.709, 15.384, 15.321)
H (12.184, 14.963, 17.551)
H (13.728, 14.071, 17.078)
H (13.338, 14.769, 19.522)
H (14.825, 15.465, 18.749)
H (13.520, 17.291, 20.024)
H (12.108, 16.856, 19.093)
H (12.821, 20.064, 17.677)
H (12.869, 19.485, 19.348)
H (11.545, 18.874, 18.200)
H (15.279, 19.352, 17.645)
H (15.606, 17.683, 17.386)
H (15.296, 18.365, 19.080)
H (12.667, 18.725, 15.252)
C (22.473, 13.801, 11.632)
C (21.502, 14.111, 12.863)
C (20.562, 15.238, 12.444)
C (20.651, 12.867, 13.187)
C (21.389, 11.768, 13.910)
C (21.981, 12.471, 15.048)
C (22.979, 13.621, 14.820)
C (23.351, 14.251, 16.132)
C (24.252, 13.097, 14.168)
N (22.222, 14.610, 14.053)
O (23.040, 15.629, 13.483)
H (23.400, 14.343, 11.514)
H (22.792, 12.766, 11.653)
H (21.754, 13.879, 10.765)
H (19.967, 15.586, 13.303)
H (21.224, 16.034, 12.148)
H (19.878, 14.991, 11.610)
H (19.777, 13.247, 13.705)
H (20.443, 12.545, 12.195)
H (20.759, 10.924, 14.287)
H (22.099, 11.282, 13.246)
H (22.524, 11.786, 15.653)
H (21.101, 12.908, 15.581)
H (22.404, 14.454, 16.692)
H (23.759, 15.205, 15.812)
H (23.969, 13.701, 16.815)
H (24.957, 12.681, 14.932)
H (24.712, 13.990, 13.793)
H (24.120, 12.428, 13.329)
H (22.937, 16.327, 14.143)
C (29.449, 25.377, 16.603)
C (28.016, 25.647, 17.102)
C (27.684, 27.138, 16.999)
C (27.006, 24.850, 16.239)
C (25.667, 24.550, 16.820)
C (25.777, 23.874, 18.173)
C (26.647, 24.771, 19.129)
C (25.796, 25.890, 19.667)
C (27.026, 23.931, 20.294)
N (27.898, 25.051, 18.486)
O (28.697, 25.848, 19.367)
H (29.636, 24.324, 16.805)
H (29.448, 25.399, 15.505)
H (30.226, 26.061, 16.947)
H (28.025, 27.478, 16.045)
H (26.655, 27.380, 17.088)
H (28.203, 27.680, 17.762)
H (26.950, 25.448, 15.292)
H (27.426, 23.804, 16.026)
H (25.050, 25.478, 16.906)
H (24.990, 23.963, 16.226)
H (26.385, 22.942, 17.995)
H (24.777, 23.625, 18.561)
H (26.347, 26.452, 20.447)
H (24.995, 25.439, 20.245)
H (25.356, 26.527, 18.883)
H (27.156, 24.597, 21.189)
H (27.954, 23.430, 20.157)
H (26.265, 23.165, 20.550)
H (29.493, 25.367, 19.446)
C (25.255, 20.696, 14.880)
O (24.648, 20.356, 16.096)
C (25.116, 19.091, 16.558)
C (24.403, 17.853, 15.836)
N (22.952, 17.849, 15.544)
C (21.999, 17.785, 16.698)
C (20.641, 17.547, 16.061)
O (19.540, 17.626, 16.917)
C (18.303, 17.434, 16.233)
H (25.244, 21.811, 14.717)
H (24.807, 20.251, 13.951)
H (26.255, 20.316, 14.895)
H (24.939, 19.070, 17.616)
H (26.224, 19.016, 16.368)
H (24.703, 16.928, 16.307)
H (24.870, 17.808, 14.796)
H (22.785, 18.596, 14.881)
H (22.071, 18.742, 17.213)
H (22.341, 17.002, 17.335)
H (20.701, 16.513, 15.643)
H (20.477, 18.301, 15.283)
H (18.487, 16.575, 15.517)
H (18.189, 18.329, 15.633)
H (17.533, 17.287, 17.024)
C (21.638, 30.585, 15.317)
O (22.875, 29.990, 15.033)
C (22.711, 28.658, 14.622)
C (24.020, 28.325, 13.994)
N (24.144, 26.855, 13.771)
C (23.254, 26.341, 12.737)
C (23.715, 25.045, 12.209)
O (24.758, 25.295, 11.271)
C (25.525, 24.055, 11.058)
H (21.759, 31.670, 15.549)
H (21.134, 30.067, 16.176)
H (20.941, 30.456, 14.465)
H (21.816, 28.506, 14.092)
H (22.639, 27.966, 15.461)
H (24.852, 28.721, 14.608)
H (24.168, 28.929, 13.087)
H (25.077, 26.582, 13.646)
H (23.132, 27.020, 11.949)
H (22.260, 26.100, 13.152)
H (22.862, 24.501, 11.780)
H (24.044, 24.526, 13.100)
H (25.652, 23.512, 12.003)
H (26.553, 24.204, 10.643)
H (25.071, 23.487, 10.274)
C (16.855, 12.207, 14.066)
O (16.252, 12.863, 12.996)
C (16.658, 14.149, 12.587)
C (15.428, 14.776, 11.899)
N (15.655, 16.175, 11.414)
C (16.252, 17.112, 12.383)
C (15.890, 18.577, 11.993)
O (16.408, 18.852, 10.726)
C (16.295, 20.213, 10.425)
H (17.287, 12.971, 14.730)
H (17.617, 11.389, 13.778)
H (16.124, 11.676, 14.645)
H (17.481, 14.075, 11.845)
H (16.996, 14.758, 13.439)
H (14.617, 14.796, 12.622)
H (15.099, 14.161, 11.042)
H (16.203, 16.367, 10.596)
H (17.303, 17.026, 12.474)
H (15.737, 17.013, 13.293)
H (16.291, 19.323, 12.750)
H (14.778, 18.589, 11.983)
H (15.211, 20.425, 10.135)
H (16.881, 20.445, 9.595)
H (16.616, 20.807, 11.234)
C (28.783, 22.477, 13.497)
O (29.235, 21.263, 12.873)
C (29.370, 20.214, 13.840)
C (29.585, 18.911, 13.050)
N (28.506, 18.449, 12.256)
C (27.319, 17.983, 13.008)
C (26.502, 17.054, 12.137)
O (25.934, 17.698, 11.018)
C (25.126, 16.861, 10.273)
H (27.703, 22.255, 13.752)
H (28.810, 23.247, 12.722)
H (29.403, 22.664, 14.411)
H (28.428, 20.171, 14.340)
H (30.167, 20.320, 14.559)
H (29.846, 18.105, 13.749)
H (30.421, 19.032, 12.319)
H (28.185, 19.025, 11.480)
H (26.746, 18.844, 13.498)
H (27.644, 17.270, 13.789)
H (25.748, 16.571, 12.796)
H (27.112, 16.267, 11.755)
H (24.110, 16.781, 10.661)
H (25.555, 15.867, 10.273)
H (25.085, 17.350, 9.294)

Forces on the atoms, in the same order (eV/Å):
1.5 0.6 0.3
-1.5 -0.1 0.8
1.3 0.1 0.3
1.8 0.6 -0.5
-0.9 -1.1 0.9
0.2 0.0 0.9
0.7 1.7 -1.0
-0.6 -0.4 -0.2
-0.3 0.2 0.5
-0.4 -0.5 0.8
-0.1 0.4 -1.0
-0.2 -0.2 0.4
-0.2 0.2 -0.1
-0.9 -0.4 -0.4
-1.3 0.3 -1.0
0.3 -0.2 0.0
-0.1 0.0 0.6
0.1 -0.6 -0.4
-0.4 -0.4 0.2
1.1 1.7 -0.6
-0.6 0.1 -0.3
0.0 -0.4 -0.6
-0.3 -0.5 -0.1
-0.1 0.3 -0.5
0.2 -0.5 0.1
0.4 0.5 0.4
0.2 -0.7 0.1
-0.2 -0.4 -0.3
-0.2 0.1 0.1
-0.2 -0.3 0.1
-2.2 0.5 0.6
1.4 -0.9 -0.8
-0.2 0.2 0.0
1.0 0.2 0.9
0.7 0.0 -0.6
-0.9 0.4 -0.8
-0.5 0.0 2.1
0.8 1.6 0.0
0.8 0.4 -1.5
0.1 0.5 -1.2
-0.3 0.7 -0.9
0.5 0.0 -0.4
0.3 -0.4 -0.2
0.2 0.2 0.7
-0.1 -0.5 0.0
0.0 0.1 -0.1
-0.2 0.4 -0.2
-0.6 0.0 -0.3
0.2 -0.9 -0.7
-0.7 -1.0 0.3
0.2 0.0 -0.3
0.2 0.2 0.6
0.0 0.0 0.1
-0.1 -0.1 1.0
-0.8 -0.1 -0.5
-0.2 -0.7 0.2
0.2 -0.1 -0.4
-0.3 0.4 0.8
-0.2 -0.6 0.4
0.6 -0.7 0.7
1.0 1.3 -1.7
0.2 0.7 -0.5
0.2 -1.2 0.6
-0.3 0.1 0.8
-0.6 -0.8 -0.6
0.1 0.2 -1.3
-0.4 -0.3 0.9
0.1 -0.4 1.1
2.0 0.1 0.0
-0.9 0.0 -0.5
0.5 -0.1 -0.8
-0.1 -0.1 0.4
-0.8 -0.3 0.5
0.0 -0.1 0.2
-0.3 -0.6 0.4
-0.3 0.1 0.1
-0.2 0.1 -0.4
0.3 -0.8 -0.5
0.4 -0.2 0.1
0.8 -0.6 0.6
0.0 1.0 0.1
0.3 0.7 -0.1
-0.4 0.1 0.5
-0.8 0.3 -0.2
0.3 -0.1 0.2
0.3 0.1 -0.3
-0.7 0.5 -0.2
-0.4 -0.2 0.1
-0.2 0.1 -0.5
0.1 0.5 0.9
0.7 0.8 -0.6
-0.5 -0.2 0.2
0.7 -1.4 -0.1
-1.0 0.0 -0.5
0.5 0.3 0.0
0.9 1.0 1.8
0.0 -0.6 -0.7
0.6 0.8 0.1
-2.1 -1.0 0.0
-0.1 1.0 -0.5
-0.3 1.0 -0.4
0.4 -0.1 -0.4
0.3 0.4 0.7
-0.4 -1.3 0.2
0.3 0.2 0.2
-0.5 0.6 0.6
-0.7 0.4 -0.4
0.3 -0.4 0.4
0.5 0.0 -0.6
-0.4 0.0 0.3
-0.2 0.7 -0.4
0.0 0.2 -0.8
0.4 -0.6 0.5
0.0 -0.1 -0.1
0.6 -0.3 0.1
-1.4 -0.4 -0.1
0.7 -0.1 -0.4
0.0 -0.1 0.4
0.7 0.4 0.3
-0.1 -1.3 0.6
-1.3 0.1 0.4
0.6 0.5 -1.3
0.3 0.6 2.0
-0.2 0.4 1.1
0.7 -1.9 0.4
-1.5 1.9 -0.5
-0.7 0.8 0.2
1.5 -1.4 0.9
0.8 0.5 -1.4
1.5 -0.7 0.1
-0.3 0.2 1.7
0.3 0.0 -0.5
0.1 -0.2 -0.1
0.1 0.0 0.0
-0.1 0.0 -0.3
0.0 -0.2 0.5
-0.6 -0.6 -0.9
0.5 0.6 -0.6
0.0 -0.2 -0.3
-0.3 0.5 0.0
0.0 -0.5 -0.3
0.0 -1.0 -0.5
1.0 0.4 0.7
-1.6 1.2 -0.2
-0.3 -0.7 -0.2
0.2 0.1 -0.1
0.0 0.1 0.6
-1.0 0.0 0.3
0.4 -0.1 -0.2
0.2 -0.4 -1.3
1.7 1.1 -0.5
-1.2 -0.3 0.6
0.3 -1.1 1.2
-1.2 -1.4 -1.6
-1.0 0.9 0.4
0.9 0.7 0.6
0.5 0.3 0.2
-0.2 -1.9 -2.7
0.5 -0.2 -0.1
0.8 -0.9 -1.2
-1.2 0.6 0.2
-0.4 -1.3 0.4
-0.2 0.0 -0.2
-0.6 0.4 -0.5
0.1 -0.1 0.1
-0.1 0.9 0.2
0.3 0.5 -0.3
0.3 -0.3 -0.5
-0.8 1.2 0.5
0.7 0.4 -0.4
0.8 0.1 0.6
-0.2 -0.4 -0.7
-0.6 -0.4 0.1
-0.1 -0.2 0.3
-0.1 0.5 1.4
0.9 0.8 0.6
-0.7 0.1 -0.1
-0.6 0.6 1.2
0.2 -0.3 -0.5
1.0 -0.5 0.5
-2.1 -0.7 -0.1
0.8 -0.4 -0.2
-0.2 0.1 0.0
0.6 0.4 -0.8
-0.7 -0.5 -0.8
0.2 0.9 1.9
-0.6 -1.8 -0.6
-1.9 1.1 0.3
0.7 0.3 0.6
-0.5 0.0 -0.9
0.7 0.0 0.8
-0.3 0.8 0.1
-0.1 -0.4 0.1
1.3 0.1 0.4
0.1 -0.2 -0.2
-0.1 0.6 -0.3
0.4 -0.1 0.4
-0.4 -0.4 0.2
-1.2 -0.5 -0.8
0.1 0.8 -0.4
0.3 0.1 -0.1
0.2 -0.7 1.1
1.0 -0.4 0.1
0.7 0.1 -0.3
0.5 0.2 0.7
0.6 -0.4 -0.1
-0.7 0.1 -0.7
0.7 0.5 -0.4
-0.1 -0.3 0.0
0.1 0.7 0.2
-0.9 -0.5 -0.8
-1.2 -0.5 1.0
0.7 -0.7 0.4
1.4 -1.1 -1.5
-1.8 1.6 1.0
1.8 0.1 -0.6
-1.6 -1.3 -0.4
-0.1 1.1 0.3
-0.7 -0.2 2.8
1.5 1.0 -1.8
-1.5 0.9 -0.1
0.5 0.1 0.4
0.0 0.4 0.1
-0.2 -0.2 0.3
0.2 0.4 -0.7
-1.1 0.0 0.1
0.4 0.4 0.5
-0.1 -0.8 0.5
0.0 1.4 -0.1
0.5 -0.2 0.2
0.2 -0.6 -0.9
-0.8 0.5 0.3
0.5 0.1 0.2
-0.1 0.2 -0.8
-0.4 -0.2 -0.1
0.2 0.0 0.4
0.0 -0.8 -0.5
0.8 -0.6 -0.3
0.2 0.5 -0.1
1.4 -0.9 0.2
-0.6 0.9 -1.3
0.0 -0.4 0.0
-0.6 -0.9 -0.9
0.7 1.2 -1.7
0.9 -0.6 0.5
0.7 1.7 -1.6
0.2 -0.7 -0.5
0.1 -0.1 1.5
1.3 -0.7 -0.1
0.0 -1.0 0.4
-0.1 0.1 0.8
1.0 0.2 -0.1
-0.2 0.0 0.6
-0.9 -0.1 0.2
0.0 -0.2 0.5
-0.4 0.0 1.1
-0.5 0.2 0.4
-0.4 0.0 0.5
0.1 -0.7 0.6
-0.2 0.7 -0.3
0.3 -0.2 -0.3
-0.9 0.6 0.8
-0.8 0.3 -0.2
0.5 0.0 -1.0
-0.9 0.1 0.6
-0.6 0.6 0.1
1.8 -0.1 1.8
1.2 -1.0 -1.2
-1.6 1.6 0.7
-0.5 -0.4 1.6
0.1 0.1 -0.5
1.2 -1.9 0.3
0.6 1.3 -0.1
0.1 -0.9 -0.2
0.4 0.5 -0.4
0.3 0.3 0.2
-1.0 0.0 -1.5
-0.2 0.1 0.6
-0.6 -0.6 0.3
-0.3 -0.3 -0.4
1.4 -0.3 -0.5
-0.3 1.3 -1.4
0.1 0.5 0.2
0.3 -0.1 -0.2
0.5 -0.8 0.1
-0.3 -0.1 -0.2
-0.8 0.8 0.6
-0.8 -0.8 -0.1
1.6 -0.3 0.1
-0.8 -0.5 -0.5
0.0 -0.3 -0.7
1.1 1.1 -0.7
-0.1 0.3 1.2
-1.7 1.2 -1.4
-0.1 -1.0 0.8
0.6 -0.1 0.0
-2.8 -0.7 -0.6
0.4 -0.4 0.1
-0.7 1.5 0.1
-0.7 -0.2 0.2
-0.1 0.1 0.4
-0.1 -0.1 0.0
-0.2 0.1 0.1
0.3 0.2 0.4
-0.1 -1.1 -0.8
1.3 -0.2 0.4
-0.3 -0.5 1.6
-0.4 -0.8 -0.6
0.4 0.4 0.0
1.2 0.1 0.6
1.1 0.2 -1.5
0.2 0.9 1.2
-0.7 -1.6 0.0
0.8 0.3 0.7
-0.3 -0.5 -2.0
1.0 0.6 -0.4
-2.1 -1.0 0.0
0.6 0.3 -0.3
-1.2 0.6 0.6
0.5 1.0 1.2
-0.4 0.3 -0.6
0.9 0.8 0.3
0.2 0.1 0.4
-0.6 0.3 -0.7
-0.7 -0.2 0.9
0.5 0.6 0.3
0.1 0.1 0.0
-0.2 0.2 0.9
0.5 0.1 0.4
0.4 -1.3 -0.7
0.2 0.7 0.1
-0.2 0.3 -0.4
0.9 -0.7 -0.1
-0.2 0.0 0.2
0.1 -0.5 -0.6
-0.1 -0.6 -0.1

Mulliken population analysis, charges in e, atoms 1 to 5: number 1, C, carries -1.532; number 2, C, carries 2.591; number 3, C, carries -2.529; number 4, C, carries -1.085; number 5, C, carries -0.540